[1]
71
Properties=species:S:1:pos:R:3:mulliken_charge:R:1 method="wB97M-V/def2-TZVPD" spin_multiplicity=1 homo_ev=-3.102 orbital_gap_ev=4.881 total_charge=-1
Ti 1.67293 -0.75112 0.51524 -1.2036
C 3.37523 -1.77076 -0.19447 -0.9325
C 3.42521 -2.60718 -1.47630 -1.1460
S 2.23170 -2.43871 -2.84899 -0.1241
C 0.73154 -3.38533 -2.40541 0.4553
C 0.87852 -4.44171 -1.32383 -1.2052
S 1.19768 -3.77928 0.34176 0.2846
C -0.40312 -3.90466 1.17673 -0.9451
C -1.31744 -2.68684 1.13032 -0.0248
S -0.68860 -1.14848 1.84559 0.3777
C -0.27432 -1.61186 3.54335 -0.8673
C 1.17716 -1.23900 3.82234 -0.3353
S 2.28249 -1.99039 2.60436 -0.2556
H 4.06438 -0.92176 -0.25372 0.6256
H 3.73175 -2.41231 0.61119 0.8363
H 3.46468 -3.66660 -1.21892 0.4614
H 4.35546 -2.40289 -2.01197 0.3978
H 0.43886 -3.86815 -3.34032 0.5620
H -0.05552 -2.69058 -2.12527 -0.5721
H 1.71641 -5.10639 -1.54136 0.3941
H -0.02256 -5.05805 -1.28931 0.5472
H -0.14992 -4.15517 2.20655 0.3350
H -0.93016 -4.76729 0.76199 0.6260
H -2.25685 -2.92079 1.63696 0.6550
H -1.55888 -2.40813 0.10590 -0.4628
H -0.42099 -2.68202 3.68351 0.2823
H -0.96229 -1.07853 4.20215 0.4968
H 1.47541 -1.60494 4.80652 0.5461
H 1.30255 -0.15342 3.82220 0.1022
Cl -1.70522 1.88671 -5.49764 -0.2788
C -1.08816 1.06390 -4.09196 0.1179
C -1.81819 -0.00619 -3.55008 -1.1090
C -1.37191 -0.65807 -2.43433 0.0777
C -0.15963 -0.28462 -1.81495 -0.0760
O 0.26701 -0.95693 -0.77842 0.9399
C 0.56875 0.77334 -2.38548 1.3387
C 1.84419 1.11415 -1.87581 -0.8692
O 2.39854 0.58970 -0.89966 -0.2957
C 0.08465 1.45418 -3.52342 -1.0213
H -2.76432 -0.28161 -3.99635 0.4151
H -1.97155 -1.43428 -1.98007 0.3598
H 2.40702 1.89372 -2.40485 0.2821
H 0.65406 2.27656 -3.93772 0.4196
O 4.97588 1.46612 1.28526 -0.7052
S 3.94170 1.56114 2.27674 1.1277
O 4.24959 1.16812 3.61995 -0.7043
N 2.55895 0.85537 1.74132 0.2126
C 1.59584 1.75077 1.49152 0.7929
O 0.55602 1.36938 0.93606 -0.3873
C 1.95485 3.14628 1.85407 -0.3952
C 1.17295 4.28402 1.76600 -0.4430
C 1.75279 5.48660 2.14965 -0.6533
C 3.07005 5.53251 2.60073 -0.4727
C 3.84756 4.38296 2.68144 -0.8302
C 3.25602 3.19705 2.29466 0.1748
H 0.15222 4.21555 1.40940 0.6826
H 1.17547 6.40042 2.09830 0.4135
H 3.49784 6.48319 2.89320 0.3893
H 4.87094 4.41580 3.03003 0.4599
Se -2.56405 1.59950 -0.21009 -0.5144
C -4.39810 1.38875 -0.64751 -0.0498
C -5.21237 0.46180 0.02394 -0.3275
C -6.54565 0.28087 -0.31096 -0.4411
C -7.12754 1.01919 -1.33568 -0.4117
C -6.34134 1.94318 -2.01434 -0.4936
C -5.00749 2.12275 -1.67798 -0.3366
H -4.77205 -0.11794 0.82705 0.3369
H -7.13958 -0.44511 0.23507 0.3396
H -8.16910 0.87804 -1.59839 0.3407
H -6.77247 2.53103 -2.81811 0.3326
H -4.40543 2.84443 -2.21736 0.3513

[2]
66
Properties=species:S:1:pos:R:3:mulliken_charge:R:1 method="wB97M-V/def2-TZVPD" spin_multiplicity=2 homo_ev="-10.719 / -10.728" orbital_gap_ev="8.139 / 6.241" total_charge=+1 s2=0.75
Cu 1.88641 -1.21966 -1.32545 -0.6361
C -2.09358 -1.87594 -0.42657 -1.1547
N -1.17376 -0.79977 -0.00766 0.6389
P -0.39558 -0.87437 1.60818 -0.3206
C -1.20212 -2.33565 2.32376 0.4490
C -0.59780 -3.57046 2.07220 -0.3027
C -1.17090 -4.73588 2.55051 -0.6381
C -2.33305 -4.67259 3.30947 -0.5111
C -2.92096 -3.44725 3.58407 -0.6880
C -2.36284 -2.27682 3.08961 -0.2540
C -1.22707 0.51825 2.43935 0.4510
C -2.33675 1.18975 1.93890 0.1323
C -2.87033 2.26585 2.63367 -0.7589
C -2.30367 2.67451 3.83234 -0.4945
C -1.19473 2.00875 4.33770 -0.6744
C -0.65334 0.94128 3.63862 -0.5433
P -0.11202 -0.14815 -1.11609 2.0794
C -0.99807 0.00804 -2.67340 0.1288
C -0.40249 -0.47733 -3.83299 -0.7358
C -1.06196 -0.36963 -5.04950 -0.7555
C -2.31888 0.21076 -5.10496 -0.6571
C -2.93036 0.67546 -3.94500 -0.8084
C -2.27534 0.57360 -2.73102 0.0843
C 0.35930 1.51795 -0.54062 0.8384
C 1.37615 1.63886 0.41041 -0.1705
C 1.73317 2.88870 0.89085 -1.0357
C 1.09678 4.02730 0.41662 -0.6577
C 0.10710 3.91714 -0.54915 -0.6834
C -0.26195 2.66895 -1.02868 -0.8556
H -2.94212 -1.88912 0.25505 0.3074
H -1.60694 -2.85152 -0.42973 0.3132
H -2.45566 -1.67459 -1.43183 0.4827
H 0.31426 -3.62066 1.48762 0.3113
H -0.70856 -5.69018 2.33717 0.4166
H -2.77823 -5.58107 3.69323 0.3908
H -3.82071 -3.40181 4.18369 0.4121
H -2.82844 -1.32222 3.29910 0.4157
H -2.78466 0.86742 1.00710 0.3394
H -3.73651 2.78298 2.24094 0.4405
H -2.72433 3.51198 4.37306 0.4051
H -0.74911 2.32418 5.27186 0.4348
H 0.22071 0.42984 4.02846 0.4035
H 0.55656 -0.98111 -3.77440 0.2641
H -0.60267 -0.75835 -5.94829 0.4292
H -2.83499 0.28669 -6.05263 0.4085
H -3.92067 1.10813 -3.98959 0.4533
H -2.76063 0.91061 -1.82231 0.3856
H 1.86473 0.75353 0.79975 0.4791
H 2.50274 2.97094 1.64752 0.5023
H 1.37262 5.00128 0.79854 0.4266
H -0.38383 4.80426 -0.92643 0.4410
H -1.03077 2.59652 -1.78466 0.4058
C 6.66170 0.76352 -0.72654 -0.8288
O 5.63896 -0.05695 -0.14518 -0.3343
C 4.47590 -0.22119 -0.73267 1.0335
O 3.63170 -0.95011 -0.22923 -0.5235
N 4.24552 0.44390 -1.90043 -0.2145
N 2.99128 0.27750 -2.49929 -0.4543
H 7.50597 0.68663 -0.05100 0.2372
H 6.34200 1.80532 -0.78135 0.3645
H 6.95402 0.38840 -1.70791 0.3681
H 4.90310 1.08764 -2.30574 0.2484
H 3.10142 -0.05868 -3.45158 0.2808
H 2.48881 1.16155 -2.51666 0.3123
N 0.45228 -3.89749 -1.48767 -0.5710
C 1.08318 -2.92941 -1.47315 0.3472

For the records above, the corresponding strongest force on any atom values read 1.15; 0.39 eV/Å.
For the records above, the corresponding energy relative to the best compared isomer or geometry (same formula, charge and spin) values read 23.0; 20.3 kcal per mole.
For the records above, the corresponding energy values read -7217.49735; -3776.85768 Ha.